Entry 1:
21 unconnected molecules or ions with the total composition C50H146N4O38. Source: OMol25; level of theory: ωB97M-V/def2-TZVPD.

Summary:
- maximum force (eV/Å) = 4.34
- frontier orbital gap (eV) = 8.763
- highest occupied orbital energy (eV) = -8.8
- calculated total energy (eV) = -137964.6044

Cartesian coordinates (Å):
O: -30.042 21.285 -20.499
O: -30.136 23.146 -17.870
O: -23.475 27.236 -6.878
O: -22.030 25.933 -14.527
O: -20.544 21.574 -19.861
O: -27.056 26.367 -13.667
O: -16.936 23.317 -12.208
O: -20.682 31.861 -14.627
O: -21.503 23.413 -16.668
O: -25.256 22.245 -15.614
O: -24.940 28.289 -9.367
O: -30.005 26.524 -19.108
O: -27.352 25.714 -20.308
O: -23.889 24.993 -16.600
O: -20.144 21.044 -15.948
O: -30.134 27.704 -15.488
O: -26.494 24.579 -11.254
O: -23.136 30.192 -14.117
O: -16.441 25.972 -13.078
O: -24.880 33.550 -11.422
O: -16.739 23.612 -14.942
O: -23.767 25.509 -21.136
O: -28.440 25.008 -15.929
O: -20.557 21.143 -9.540
O: -22.484 32.042 -10.429
O: -25.678 22.123 -11.989
O: -20.037 27.649 -9.113
O: -20.448 30.154 -19.237
O: -18.185 28.657 -13.890
O: -27.114 33.083 -21.569
O: -23.627 19.919 -15.884
O: -22.141 27.649 -11.691
O: -17.817 21.170 -8.120
O: -24.442 25.365 -9.890
O: -28.095 28.424 -19.949
O: -21.697 25.652 -8.603
O: -27.899 22.802 -19.350
O: -20.933 24.524 -19.359
N: -22.408 27.060 -19.175
N: -25.772 30.826 -20.949
N: -33.073 27.643 -16.640
N: -23.830 16.634 -14.159
C: -29.391 28.848 -15.126
C: -24.931 22.089 -13.198
C: -24.271 28.923 -8.279
C: -20.764 28.805 -19.582
C: -23.225 18.738 -15.269
C: -24.737 31.757 -18.929
C: -18.627 22.249 -8.546
C: -24.308 17.909 -14.609
C: -30.246 27.935 -19.055
C: -21.381 31.238 -15.663
C: -20.803 22.525 -20.835
C: -27.808 26.410 -12.470
C: -20.862 27.505 -17.325
C: -29.669 22.801 -16.581
C: -16.184 27.278 -13.556
C: -23.498 26.174 -14.514
C: -21.512 23.725 -20.271
C: -23.199 31.634 -11.546
C: -25.911 22.332 -14.296
C: -24.721 32.121 -11.621
C: -20.914 28.304 -11.372
C: -25.170 18.409 -13.395
C: -29.455 24.054 -15.668
C: -22.194 29.960 -15.192
C: -27.004 25.998 -11.284
C: -17.148 27.930 -14.489
C: -33.449 28.772 -14.428
C: -32.400 28.308 -15.494
C: -25.025 24.923 -20.829
C: -19.864 27.552 -10.535
C: -22.340 24.432 -8.955
C: -28.842 21.041 -21.036
C: -28.971 28.771 -18.906
C: -19.394 22.259 -16.172
C: -26.069 33.208 -20.685
C: -24.128 26.261 -15.945
C: -23.189 24.598 -10.131
C: -16.134 22.481 -12.912
C: -21.623 28.114 -18.497
C: -31.270 27.461 -14.778
C: -25.935 31.855 -19.978
C: -23.533 19.893 -17.311
C: -26.114 26.039 -20.891
C: -28.227 33.876 -21.130
C: -19.136 30.403 -18.590
C: -24.404 28.261 -6.934
C: -19.399 21.847 -9.889
C: -20.223 23.516 -15.991
C: -27.754 21.481 -19.940
C: -15.580 23.138 -14.201
H: -30.835 28.094 -18.152
H: -22.460 28.709 -18.132
H: -19.173 22.584 -7.664
H: -25.889 26.909 -20.275
H: -34.320 28.119 -14.486
H: -19.940 28.224 -19.998
H: -21.472 21.975 -21.498
H: -17.988 29.594 -13.821
H: -25.047 31.768 -12.600
H: -22.083 24.141 -16.433
H: -22.486 20.051 -17.569
H: -17.085 24.385 -14.492
H: -27.501 26.163 -10.329
H: -26.357 26.289 -21.924
H: -31.093 27.671 -13.723
H: -22.767 29.581 -13.476
H: -24.125 20.582 -17.913
H: -33.547 26.770 -16.457
H: -29.320 23.899 -14.597
H: -28.711 25.814 -12.602
H: -25.256 33.576 -21.311
H: -15.003 22.451 -14.820
H: -26.830 21.378 -20.509
H: -19.745 26.532 -10.902
H: -27.750 26.562 -20.097
H: -22.159 31.889 -16.062
H: -21.145 29.171 -10.753
H: -25.744 28.736 -9.641
H: -23.211 30.545 -11.505
H: -29.928 29.754 -15.407
H: -28.843 22.093 -16.646
H: -28.775 19.983 -21.289
H: -15.937 27.949 -12.734
H: -21.305 32.226 -13.994
H: -17.579 27.144 -15.110
H: -25.331 27.866 -6.520
H: -22.807 29.459 -15.942
H: -23.722 27.070 -16.552
H: -25.049 24.667 -19.770
H: -21.513 29.212 -14.787
H: -33.777 29.774 -14.703
H: -21.126 23.993 -18.583
H: -19.887 22.650 -10.442
H: -28.358 28.860 -20.763
H: -30.882 28.357 -19.833
H: -26.133 22.964 -11.903
H: -19.189 31.404 -18.161
H: -22.648 25.107 -10.928
H: -21.764 26.434 -19.636
H: -30.354 24.670 -15.705
H: -15.257 27.043 -14.079
H: -29.222 29.832 -18.926
H: -21.526 27.088 -16.567
H: -29.992 22.089 -19.978
H: -31.963 29.223 -15.894
H: -27.585 23.572 -19.829
H: -16.441 24.139 -12.225
H: -24.558 24.859 -17.275
H: -18.831 27.889 -10.445
H: -18.250 30.413 -19.225
H: -24.331 26.317 -9.841
H: -20.597 23.506 -14.967
H: -22.636 18.046 -15.870
H: -33.105 28.840 -13.396
H: -26.147 26.672 -11.269
H: -25.186 17.688 -15.216
H: -24.071 28.951 -6.159
H: -22.745 32.111 -12.414
H: -24.439 21.119 -13.269
H: -19.877 21.977 -19.300
H: -23.342 16.064 -14.834
H: -20.234 26.717 -17.742
H: -22.104 32.900 -10.633
H: -15.188 24.100 -13.868
H: -24.963 32.408 -18.084
H: -19.902 22.710 -21.421
H: -20.891 20.553 -10.220
H: -28.223 34.946 -21.336
H: -21.316 29.099 -20.476
H: -23.928 18.947 -17.680
H: -22.595 19.110 -14.461
H: -24.670 30.723 -18.590
H: -26.494 23.248 -14.198
H: -26.252 30.071 -20.480
H: -26.386 31.037 -21.723
H: -23.762 27.113 -14.027
H: -15.214 22.165 -12.422
H: -24.484 15.944 -13.816
H: -25.844 17.671 -12.960
H: -28.776 21.604 -21.967
H: -28.371 28.461 -18.050
H: -23.031 24.245 -8.132
H: -17.851 22.956 -8.839
H: -28.500 33.506 -20.142
H: -23.251 26.966 -5.985
H: -18.862 22.230 -17.124
H: -30.396 22.142 -16.105
H: -18.612 22.230 -15.413
H: -18.922 29.612 -17.872
H: -23.514 23.613 -10.466
H: -28.860 25.545 -16.604
H: -28.559 28.751 -15.823
H: -21.796 25.476 -13.715
H: -18.370 20.394 -8.243
H: -20.441 26.865 -8.734
H: -22.505 23.456 -19.911
H: -24.832 29.852 -8.184
H: -17.135 26.048 -12.419
H: -29.139 28.652 -14.084
H: -18.817 21.168 -10.512
H: -23.259 29.172 -8.599
H: -27.320 25.640 -14.236
H: -16.875 21.699 -13.080
H: -24.708 21.469 -15.751
H: -26.874 31.643 -19.466
H: -32.315 27.438 -17.275
H: -26.769 21.660 -14.258
H: -25.796 19.189 -13.826
H: -22.339 26.278 -8.261
H: -19.739 24.475 -16.175
H: -24.144 22.841 -13.239
H: -24.520 18.805 -12.616
H: -23.796 31.982 -19.429
H: -26.142 34.040 -19.985
H: -25.181 26.469 -15.758
H: -20.680 31.090 -16.483
H: -31.536 26.404 -14.797
H: -20.364 28.332 -16.820
H: -16.456 28.466 -15.139
H: -24.071 34.006 -11.665
H: -23.364 25.819 -20.321
H: -22.636 26.533 -18.344
H: -23.980 25.410 -13.905
H: -28.057 27.470 -12.409
H: -20.276 28.705 -12.160
H: -27.703 20.717 -19.164
H: -30.800 25.988 -19.056
H: -21.662 23.589 -9.085
H: -25.699 24.567 -10.716
H: -25.469 31.783 -10.903
H: -22.670 27.797 -10.904
H: -29.103 33.489 -21.652
H: -25.310 24.083 -21.463
H: -21.061 21.143 -16.213
H: -29.333 23.225 -18.390
H: -21.481 24.388 -21.136

Cartesian forces (eV/Å) of the 6 atoms listed first:
-3.402 0.016 1.093
-0.297 0.241 0.620
1.540 -2.058 -0.605
-1.725 0.465 -0.603
0.782 -0.839 1.305
0.700 0.072 -0.113

Entry 2:
2 unconnected molecules or ions with the total composition C17H31NO7PS2. Source: OMol25; level of theory: ωB97M-V/def2-TZVPD.

Summary:
- maximum force (eV/Å) = 9.60
- net charge = -1
- frontier orbital gap (eV) = 8.398
- highest occupied orbital energy (eV) = -6.1
- calculated total energy (eV) = -64908.4219

Cartesian coordinates (Å):
S: -3.761 0.805 1.786
S: -4.535 0.928 -1.006
P: -4.402 2.354 -2.636
O: -5.946 3.223 -2.641
O: -4.228 1.450 3.143
O: -3.521 -0.235 -1.173
O: -5.959 0.248 -0.982
O: -3.178 3.594 -2.335
O: -4.383 -0.643 1.716
O: -4.159 1.656 -4.054
N: -4.366 1.811 0.493
C: 4.571 -4.956 3.549
C: 0.094 -1.987 -0.791
C: 0.709 1.650 -2.563
C: 4.112 -4.525 0.832
C: 5.401 -4.404 1.349
C: 3.282 -5.080 3.031
C: -1.113 2.138 1.921
C: -0.210 0.507 -1.831
C: 0.023 3.689 -0.071
C: 1.866 2.326 -1.621
C: 1.115 -1.539 0.414
C: -1.315 2.936 0.503
C: 1.376 2.766 -0.120
C: 3.051 -4.860 1.674
C: 5.631 -4.616 2.708
C: -1.895 0.663 1.877
C: 0.221 -1.044 -2.158
H: -1.633 2.721 2.823
H: -0.595 -1.473 -2.910
H: -5.924 3.851 -3.442
H: -1.473 -0.048 1.049
H: -1.652 0.132 2.918
H: 6.634 -4.516 3.112
H: 2.229 -1.697 0.072
H: 0.335 -3.098 -1.106
H: 1.303 1.762 0.514
H: -1.817 2.253 -0.325
H: 1.287 -1.071 -2.644
H: -0.001 1.973 2.248
H: 4.750 -5.124 4.608
H: 2.046 -4.950 1.272
H: -0.301 0.607 -0.669
H: 1.285 1.094 -3.448
H: 6.228 -4.145 0.692
H: 0.025 2.456 -3.118
H: 0.957 -0.423 0.786
H: -2.259 3.224 -2.487
H: -1.316 0.649 -2.256
H: -2.113 3.797 0.720
H: 2.230 3.311 -2.187
H: 2.457 -5.347 3.686
H: 2.820 1.627 -1.574
H: 2.247 3.401 0.372
H: 3.933 -4.358 -0.227
H: 0.886 -2.217 1.369
H: -0.266 4.120 -1.141
H: -0.990 -1.993 -0.345
H: 0.205 4.630 0.623

Cartesian forces (eV/Å) of the 6 atoms listed first:
-5.034 -2.808 3.084
-2.741 -7.487 5.356
0.148 1.833 -6.146
3.585 -0.387 -0.868
2.298 -1.035 -4.757
-1.716 4.486 -0.450

Which of these has the lowest calculated total energy? C50H146N4O38